{
  "formula": "C30H60F5O35P5",
  "method": "the ωB97M-V functional and the def2-TZVPD basis",
  "total_energy_ha": -6019.079949,
  "charge": 0,
  "multiplicity": 1,
  "homo_energy_ev": -10.4055,
  "homo_lumo_gap_ev": 10.48,
  "smiles": "O=C1OC[C@@H](F)O1.O=C1OC[C@@H](F)O1.O=C1OC[C@@H](F)O1.O=C1OC[C@@H](F)O1.O=C1OC[C@@H](F)O1.COP(=O)(OC)OC.COP(=O)(OC)OC.COP(=O)(OC)OC.COP(=O)(OC)OC.COP(=O)(OC)OC",
  "lumo_energy_ev": 0.071,
  "elements": ["C", "C", "O", "C", "O", "O", "F", "H", "H", "H", "C", "C", "O", "C", "O", "O", "F", "H", "H", "H", "C", "C", "O", "C", "O", "O", "F", "H", "H", "H", "C", "C", "O", "C", "O", "O", "F", "H", "H", "H", "C", "C", "O", "C", "O", "O", "F", "H", "H", "H", "C", "O", "P", "O", "O", "C", "O", "C", "H", "H", "H", "H", "H", "H", "H", "H", "H", "C", "O", "P", "O", "O", "C", "O", "C", "H", "H", "H", "H", "H", "H", "H", "H", "H", "C", "O", "P", "O", "O", "C", "O", "C", "H", "H", "H", "H", "H", "H", "H", "H", "H", "C", "O", "P", "O", "O", "C", "O", "C", "H", "H", "H", "H", "H", "H", "H", "H", "H", "C", "O", "P", "O", "O", "C", "O", "C", "H", "H", "H", "H", "H", "H", "H", "H", "H"],
  "coordinates": [[-3.96373, 2.51212, -4.54332], [-4.35949, 3.96769, -4.81237], [-3.12875, 4.61352, -5.00337], [-2.17572, 3.83864, -4.33661], [-1.02943, 4.09065, -4.18928], [-2.73895, 2.72663, -3.88106], [-5.03492, 4.46723, -3.70642], [-3.76689, 2.02684, -5.50499], [-4.72435, 1.97794, -3.98329], [-5.11497, 3.99635, -5.60422], [-0.70121, -1.85593, -4.17320], [0.78582, -2.15828, -4.01543], [0.98906, -3.32324, -4.81919], [-0.20873, -3.82834, -5.22052], [-0.33024, -4.79408, -5.89106], [-1.18299, -3.12345, -4.63021], [1.03255, -2.57792, -2.72412], [-0.84924, -1.16492, -5.00286], [-1.18466, -1.67009, -3.22052], [1.51870, -1.43339, -4.37314], [-0.47714, -4.95627, -1.17050], [-1.56922, -5.73308, -0.39114], [-0.90510, -6.98720, -0.27257], [0.41848, -6.78392, -0.30864], [1.22121, -7.65755, -0.30066], [0.68878, -5.48971, -0.56904], [-2.73069, -5.88553, -1.04055], [-0.58272, -3.87096, -1.13117], [-0.46288, -5.09747, -2.25825], [-1.66694, -5.28809, 0.60167], [2.01642, 6.24452, -1.87565], [1.82538, 5.15981, -2.96474], [2.58385, 4.09654, -2.46932], [3.48575, 4.57151, -1.57280], [4.41303, 4.02561, -1.08215], [3.28672, 5.87983, -1.38627], [2.45342, 5.63071, -4.10354], [1.23831, 6.25775, -1.11067], [2.06886, 7.22355, -2.34676], [0.79276, 4.92673, -3.20307], [-3.09044, 3.85261, 1.29502], [-3.23007, 3.82093, -0.20204], [-1.86041, 3.79472, -0.62994], [-1.03856, 3.54286, 0.39750], [0.14317, 3.50439, 0.40006], [-1.81366, 3.32260, 1.54167], [-3.83093, 4.91762, -0.70106], [-3.93785, 3.25953, 1.66376], [-3.36497, 4.79324, 1.78026], [-3.62643, 2.85589, -0.52872], [1.71661, -2.26874, 6.01128], [2.52134, -1.61123, 5.04037], [3.65070, -0.56214, 5.52541], [3.46651, 0.11587, 6.80598], [3.79582, 0.38677, 4.23445], [5.06144, 0.84254, 3.79531], [5.04083, -1.39715, 5.36531], [5.13102, -2.71069, 5.88053], [1.47883, -3.24821, 5.57654], [0.75005, -1.76400, 6.05361], [2.18401, -2.52811, 6.95950], [5.06325, 1.88891, 3.49701], [5.37051, 0.24952, 2.92695], [5.89158, 0.68263, 4.48413], [4.18160, -3.21551, 6.04857], [5.69655, -2.87647, 6.80506], [5.75642, -3.27840, 5.18793], [-1.65891, -6.53606, 6.50766], [-2.24935, -5.51211, 5.70250], [-2.88594, -5.80797, 4.24745], [-2.35329, -7.02226, 3.61562], [-4.45738, -5.79883, 4.51357], [-5.03395, -6.90695, 5.21937], [-2.63017, -4.37163, 3.57565], [-1.25092, -3.97226, 3.51635], [-1.75845, -7.49366, 5.99699], [-2.25904, -6.59358, 7.42109], [-0.64879, -6.25778, 6.79891], [-4.28604, -7.57822, 5.64487], [-5.58786, -7.47982, 4.47955], [-5.65513, -6.53984, 6.03064], [-1.10128, -3.17805, 4.25199], [-1.05886, -3.56578, 2.52804], [-0.55598, -4.74732, 3.83668], [1.14599, -0.80349, 2.49652], [0.51807, -0.07722, 1.46077], [0.39363, -0.48168, -0.07701], [-0.11909, -1.84912, -0.29473], [-0.54489, 0.72864, -0.58940], [-0.96123, 0.77710, -1.94739], [1.78552, -0.14918, -0.79081], [2.50265, 1.00846, -0.31230], [0.48272, -1.00492, 3.34295], [2.00880, -0.23999, 2.83763], [1.35842, -1.83903, 2.21133], [-0.31095, 0.19427, -2.60261], [-1.03643, 1.79654, -2.31358], [-1.94719, 0.31086, -2.02990], [1.99487, 1.85470, -0.79300], [3.50490, 1.05350, -0.73151], [2.48642, 1.20321, 0.75563], [3.22471, 3.65552, 1.80807], [3.39051, 3.76142, 3.22210], [2.36125, 4.77855, 3.90852], [2.60360, 6.21230, 3.69856], [0.93409, 4.31596, 3.39504], [0.50982, 2.96944, 3.61202], [2.43655, 4.37391, 5.47765], [1.79493, 5.18727, 6.43523], [2.20649, 3.40449, 1.49642], [3.81167, 2.75138, 1.62462], [3.58195, 4.46999, 1.18343], [-0.47051, 3.06870, 4.07591], [1.08521, 2.38989, 4.34024], [0.47021, 2.36123, 2.71127], [0.87682, 4.67865, 6.73640], [1.47504, 6.17940, 6.10004], [2.44843, 5.41405, 7.27611], [0.31524, 1.77690, -5.45560], [-0.05311, 1.44948, -6.77639], [-1.33165, 0.67535, -7.23910], [-2.29205, 0.44305, -6.14609], [-1.86032, 1.51416, -8.47511], [-2.90407, 1.01396, -9.29632], [-0.76023, -0.69958, -7.77583], [-1.46456, -1.83389, -8.25054], [0.81703, 2.73414, -5.41580], [1.07425, 1.14201, -4.97416], [-0.52117, 1.64509, -4.77332], [-2.46787, 0.65705, -10.22776], [-3.69961, 1.71491, -9.55366], [-3.46747, 0.22989, -8.78147], [-2.50808, -1.86861, -7.92491], [-0.98352, -2.71475, -7.83082], [-1.50152, -1.89662, -9.33777]]
}

{
  "formula": "C30H60N9O17PS2",
  "method": "the ωB97M-V functional and the def2-TZVPD basis",
  "total_energy_ha": -4088.149383,
  "charge": 0,
  "multiplicity": 1,
  "homo_energy_ev": -8.9379,
  "homo_lumo_gap_ev": 8.19,
  "lumo_energy_ev": -0.750,
  "elements": ["C", "C", "C", "C", "C", "C", "C", "C", "C", "C", "C", "C", "C", "C", "C", "C", "C", "C", "C", "S", "C", "C", "P", "O", "O", "O", "C", "N", "S", "N", "C", "H", "H", "H", "H", "H", "H", "H", "H", "H", "H", "H", "H", "H", "H", "H", "H", "H", "H", "H", "H", "H", "H", "H", "H", "H", "H", "H", "H", "H", "H", "H", "H", "H", "H", "H", "H", "H", "H", "H", "C", "N", "O", "O", "H", "H", "H", "C", "N", "O", "O", "H", "H", "H", "C", "N", "O", "O", "H", "H", "H", "C", "N", "O", "O", "H", "H", "H", "C", "N", "O", "O", "H", "H", "H", "C", "N", "O", "O", "H", "H", "H", "C", "N", "O", "O", "H", "H", "H"],
  "coordinates": [[5.88889, -1.41375, 0.36280], [5.32275, -0.97856, -0.98769], [5.49828, 0.52613, -1.21422], [4.67177, 1.31340, -0.22526], [3.17369, 1.26630, -0.52437], [2.43315, 2.36989, 0.23610], [0.95219, 2.05457, 0.50473], [0.00080, 2.74044, -0.49959], [-1.26996, 3.26328, 0.21006], [-2.54930, 3.09644, -0.63514], [-3.73182, 2.63293, 0.21904], [-5.07169, 2.70159, -0.56772], [-5.97882, 3.84681, -0.10720], [-7.36078, 3.46701, 0.43209], [-7.41194, 2.25502, 1.39137], [-8.52552, 1.23403, 1.07438], [-8.17875, 0.08682, 0.16674], [-8.20283, -1.18634, 0.66167], [-7.86187, -2.32596, -0.10743], [-7.94858, -3.89170, 0.75498], [-7.45732, -2.23593, -1.41370], [-7.03569, -3.40097, -2.25212], [-5.23965, -3.54130, -2.34398], [-4.53243, -2.25858, -2.35310], [-4.76870, -4.48447, -1.15616], [-4.94813, -4.44058, -3.62971], [-7.44667, -0.92299, -1.99736], [-7.12695, -0.63221, -3.25109], [-7.30567, 0.96724, -3.39393], [-7.77812, 1.33332, -1.92871], [-7.81907, 0.20936, -1.20868], [5.19370, -1.24370, 1.17627], [6.08923, -2.48149, 0.33085], [6.83958, -0.93213, 0.57692], [4.27658, -1.25262, -1.06161], [5.84895, -1.51188, -1.77600], [5.20589, 0.74071, -2.23844], [6.55677, 0.73932, -1.07334], [4.79417, 0.91116, 0.77108], [4.94697, 2.36022, -0.19596], [2.99953, 1.34955, -1.59520], [2.74237, 0.32474, -0.19445], [2.95704, 2.52891, 1.17624], [2.52430, 3.29341, -0.32734], [0.77261, 0.98605, 0.46382], [0.72969, 2.39968, 1.50291], [-0.30739, 2.02670, -1.24997], [0.49745, 3.59337, -0.94593], [-1.14442, 4.30443, 0.48660], [-1.40774, 2.66986, 1.10801], [-2.83698, 4.04588, -1.08320], [-2.38763, 2.37146, -1.42680], [-3.75456, 3.27389, 1.09639], [-3.54479, 1.61618, 0.55052], [-5.54115, 1.73363, -0.44601], [-4.79685, 2.83371, -1.60698], [-6.15982, 4.47258, -0.97972], [-5.47344, 4.49040, 0.60217], [-7.71304, 4.32197, 1.00479], [-8.08014, 3.33023, -0.36134], [-6.45228, 1.75939, 1.48911], [-7.66142, 2.63842, 2.37508], [-9.41467, 1.76141, 0.74392], [-8.79176, 0.77270, 2.02116], [-8.49131, -1.34401, 1.68550], [-9.16645, -4.27625, 0.35433], [-7.39505, -4.33574, -1.83989], [-7.41012, -3.32118, -3.26716], [-4.34286, -3.95078, -0.47493], [-4.77203, -5.34968, -3.35212], [7.42923, -0.01020, 3.98457], [5.97251, -0.11266, 3.68804], [5.38746, -1.12581, 4.00110], [5.46465, 0.83613, 3.12409], [7.75614, -0.91949, 4.46368], [7.93182, 0.13950, 3.03343], [7.56676, 0.84882, 4.63354], [7.51186, 4.31923, -3.42922], [6.90230, 3.89355, -2.13898], [5.70536, 3.71278, -2.11294], [7.65729, 3.75366, -1.19943], [6.72451, 4.39973, -4.16866], [7.99487, 5.27621, -3.25905], [8.24059, 3.56455, -3.70775], [1.68353, 1.50289, 5.43256], [0.83836, 1.64121, 4.21473], [0.29099, 2.70766, 4.02090], [0.76593, 0.67096, 3.49423], [1.65967, 2.44069, 5.97407], [1.26845, 0.69279, 6.02367], [2.68916, 1.26120, 5.10018], [6.73102, -4.26105, 6.73785], [7.07416, -2.87686, 7.16606], [7.23495, -2.66341, 8.34814], [7.16290, -2.05119, 6.28243], [6.68201, -4.88867, 7.61932], [5.77324, -4.21135, 6.22931], [7.50762, -4.59245, 6.05509], [-2.81058, -3.02545, -5.64621], [-2.53494, -2.73184, -7.07985], [-2.71331, -1.59624, -7.47048], [-2.14490, -3.65382, -7.76383], [-3.15213, -2.11797, -5.16451], [-3.57492, -3.79301, -5.60689], [-1.88401, -3.38139, -5.20471], [-1.37385, 0.17025, -4.45448], [-0.06903, -0.04093, -3.76898], [0.57087, 0.94373, -3.47968], [0.25505, -1.18880, -3.54415], [-1.52491, 1.23530, -4.58102], [-1.32118, -0.33530, -5.41275], [-2.14605, -0.26673, -3.82631], [7.14567, -5.26499, 1.25789], [7.30481, -4.82389, 2.67136], [7.75713, -5.62173, 3.46837], [6.96623, -3.69107, 2.92996], [7.48513, -6.29054, 1.17946], [6.09322, -5.17490, 1.00752], [7.74421, -4.60080, 0.64232]]
}

Q: Look up the multiplicity of the second one.
A: 1